4
Properties=species:S:1:pos:R:3:forces:R:3 method="wB97M-V/def2-TZVPD" total_charge=+2 e_lumo_ev=-8.439 orbital_gap_ha=0.32585
Li 24.182850 24.358420 -2.992810 -0.4 -0.1 -0.4
Li 24.672640 27.195240 -1.254640 -0.3 0.6 -0.1
Li 22.886220 27.865020 -6.274350 0.0 0.0 0.2
I 22.847330 26.860790 -3.468650 0.7 -0.5 0.4


3
Properties=species:S:1:pos:R:3:forces:R:3 method="wB97M-V/def2-TZVPD" e_lumo_ev="-0.073 / -3.084" orbital_gap_ha="0.37023 / 0.21391"
N 0.019450 -0.749341 -0.709334 0.3 0.3 0.1
O -0.948959 -1.335829 -0.644086 -0.2 -0.1 0.1
I 0.929509 2.085170 1.353420 -0.1 -0.2 -0.1


13
Properties=species:S:1:pos:R:3:forces:R:3 method="wB97M-V/def2-TZVPD" total_charge=+3 e_lumo_ev=-13.372 orbital_gap_ha=0.12903
O 1.501711 -4.279753 -2.166476 0.0 -0.3 0.3
V 0.556627 -4.511452 -0.986953 -1.6 2.1 -0.9
O -0.338990 -3.201976 -0.977855 1.5 -2.3 0.4
O 3.951792 0.753138 1.213452 -1.4 -0.1 -0.1
V 2.449191 0.730716 1.604737 0.5 -0.1 0.4
O 1.605835 0.288724 0.386341 0.9 0.1 -0.1
O -0.770264 4.997704 -1.978313 0.4 -1.8 0.9
V -0.047279 3.737015 -1.412397 -0.9 1.3 -1.0
O -1.078342 2.769136 -0.772956 0.3 0.8 -0.3
O -1.274200 -0.589182 -0.000822 -1.1 0.7 3.9
V -1.729594 -0.138882 1.514339 -1.8 -3.7 -5.8
O -0.693950 0.976488 1.821457 1.5 1.7 1.9
I -4.132541 -1.531680 1.755440 1.8 1.3 0.3


30
Properties=species:S:1:pos:R:3:forces:R:3 method="wB97M-V/def2-TZVPD" e_lumo_ev=-5.659 orbital_gap_ha=0.07305
In -2.879878 0.537770 1.305925 1.3 -0.4 -1.4
In -0.029085 4.169762 -1.701539 -1.5 -1.4 -0.2
Y -0.070434 3.495186 3.617304 1.1 -2.8 -2.0
Y 3.338456 2.666574 2.095329 -1.5 -5.0 2.1
Y 0.080720 -0.142250 -1.638085 -0.9 -2.0 1.2
P 2.353079 0.985747 4.402170 5.9 -6.9 2.5
O 3.130107 1.243438 5.700629 -2.2 2.1 -1.7
O 3.430508 0.632097 3.254317 1.8 4.7 -2.0
O 1.674072 2.200122 3.628120 -2.1 3.4 1.0
O 1.911294 -0.476599 4.384213 -3.0 1.8 0.3
P 0.452002 1.364238 0.906936 -1.9 -3.6 -1.6
O -0.447170 2.204396 1.855739 0.1 2.4 2.3
O -0.253001 -0.007173 0.701255 0.7 1.1 1.9
O 1.937471 1.317895 1.296396 0.3 1.5 -0.7
O 0.333682 1.849855 -0.524975 1.6 3.3 -1.6
P -2.406631 1.528980 -2.567162 -0.7 1.0 -2.1
O -3.611076 0.984901 -3.324087 1.3 0.4 1.5
O -2.406774 3.047450 -2.319459 1.0 0.4 -0.2
O -1.086925 0.986798 -3.201056 1.1 1.8 -2.0
O -1.864642 0.950855 -1.245178 -2.2 -1.3 3.8
P -1.941882 -2.310912 -2.366706 -0.1 3.1 -0.5
O -1.895183 -1.742906 -0.906070 -1.1 -0.5 -0.8
O -3.188089 -2.160340 -3.288750 1.0 -1.1 1.8
O -1.799964 -3.784107 -2.086037 -0.5 -0.4 -0.5
O -0.850422 -1.455000 -3.035893 -0.1 -2.2 -0.6
P 1.195083 -3.532806 -1.060880 0.9 0.6 -2.2
O 0.896522 -2.066835 -0.692407 -0.3 -0.3 -1.6
O 0.151225 -4.668243 -0.786436 1.3 1.2 0.7
O 2.097861 -3.991809 0.081849 -0.2 -1.6 0.3
O 1.749075 -3.827086 -2.485459 -1.0 0.9 2.4


21
Properties=species:S:1:pos:R:3:forces:R:3 method="wB97M-V/def2-TZVPD" multiplicity=2 total_charge=-3 e_lumo_ev="7.649 / 4.824" orbital_gap_ha="0.27035 / 0.14780"
Li -0.462136 -0.129249 -0.060541 -0.2 -0.1 0.0
N -2.051996 2.760491 1.011759 5.9 -0.3 -0.7
O -0.985586 2.824421 0.250359 -2.9 1.1 0.9
O -2.406996 3.924751 1.577349 -0.8 -4.1 -1.1
O -2.300386 1.510301 1.258549 -2.3 3.3 0.9
N -0.587856 -2.422559 2.178769 -4.7 -1.9 0.3
O -1.528116 -3.320169 1.968449 1.3 1.8 -1.0
O 0.133974 -2.727569 3.116859 2.2 1.3 0.2
O -0.671166 -1.294999 1.618869 1.1 -1.0 0.8
N 1.991934 0.447711 1.707569 0.1 -1.1 -4.4
O 2.276234 1.157301 2.539189 2.8 5.6 9.7
O 2.501494 -0.563729 1.475919 1.5 -5.5 -0.9
O 1.302244 1.047901 0.915159 -4.3 1.0 -4.6
N 1.349974 1.024591 -2.717751 1.9 2.0 3.7
O 0.536694 1.237301 -1.869141 -5.3 0.1 3.5
O 2.410964 1.542461 -2.395991 4.1 0.8 -1.4
O 1.122494 0.380331 -3.645251 -0.5 -3.1 -5.6
N -0.686656 -1.854139 -2.212451 1.2 0.0 -1.3
O -0.072636 -2.459509 -3.051541 1.9 -2.7 -2.5
O -0.216926 -1.848429 -1.079561 -0.2 1.0 2.7
O -1.655546 -1.237209 -2.586571 -2.9 1.7 0.8


11
Properties=species:S:1:pos:R:3:forces:R:3 method="wB97M-V/def2-TZVPD" total_charge=-3 e_lumo_ev=5.984 orbital_gap_ha=0.14415
Li 1.201457 -1.193912 0.302752 -0.9 0.8 -0.7
S -0.423610 1.477558 3.548541 -2.0 -3.9 -1.2
O 0.815580 1.484887 2.788273 2.5 0.2 -1.2
O -1.178955 0.173626 3.080462 0.6 1.9 0.7
O -0.103971 1.270020 4.984908 -0.5 1.1 0.4
O -1.203536 2.675941 3.168124 -0.3 0.1 1.1
S 0.165836 -1.179784 -3.671166 -1.5 1.6 4.1
O 0.586169 -1.048309 -5.044063 -0.2 -0.3 -2.3
O -1.213884 -1.573135 -3.335678 -2.0 -0.1 -2.1
O 0.925764 -2.136855 -2.914263 3.8 -4.3 1.3
O 0.429149 0.049965 -2.907890 0.3 2.8 -0.1


25
Properties=species:S:1:pos:R:3:forces:R:3 method="wB97M-V/def2-TZVPD" total_charge=-4 e_lumo_ev=9.913 orbital_gap_ha=0.28015
Mg -0.061900 -0.059617 -0.043705 0.1 -0.2 0.1
N -2.379503 0.119458 2.336104 0.8 -0.6 0.3
O -1.381072 -0.015647 1.588346 -0.6 0.0 0.3
O -2.412158 -0.566224 3.393129 -0.3 0.3 -0.2
O -3.289936 0.905618 2.062421 -0.2 0.0 -0.1
N -0.287455 3.139291 0.178761 -0.2 1.4 0.3
O 0.548768 4.028092 -0.130341 0.1 -0.5 -0.1
O -0.021842 1.944368 -0.016948 0.0 0.7 -0.1
O -1.363564 3.515255 0.694263 0.2 -0.7 -0.2
N 2.296524 -0.395903 2.144170 0.4 -1.0 -0.1
O 3.169708 -1.237640 1.827893 -0.4 0.4 -0.4
O 1.411314 -0.052202 1.328380 0.8 0.2 0.8
O 2.324918 0.064931 3.298007 -0.4 0.6 0.0
N 2.077339 0.256766 -2.589344 0.2 0.1 1.5
O 3.091025 0.971145 -2.426424 -0.1 -0.1 -0.5
O 1.839967 -0.275846 -3.683597 -0.2 0.0 0.0
O 1.342066 0.060757 -1.580717 0.4 -0.2 -1.2
N -2.119123 0.339116 -2.319912 0.8 1.9 0.3
O -1.497713 1.300535 -2.826544 -0.6 -0.9 -0.1
O -3.271196 0.049188 -2.718069 0.6 -0.5 0.2
O -1.585090 -0.255982 -1.338743 -1.3 -0.6 -0.8
N 0.395744 -3.452690 0.209154 0.1 -0.2 -0.2
O 0.432815 -4.051999 1.309049 -0.1 0.3 -0.3
O 0.699843 -4.074776 -0.840843 -0.1 0.2 0.3
O 0.040518 -2.255993 0.145511 0.0 -0.5 0.1


2
Properties=species:S:1:pos:R:3:forces:R:3 method="wB97M-V/def2-TZVPD" e_lumo_ev=1.544 orbital_gap_ha=0.59863
N 0.000000 0.000000 0.565794 0.0 0.0 -5.8
N 0.000000 0.000000 -0.565794 0.0 0.0 5.8


6
Properties=species:S:1:pos:R:3:forces:R:3 method="wB97M-V/def2-TZVPD" e_lumo_ev=-1.092 orbital_gap_ha=0.38513
N -0.339023 -0.280633 0.995073 -0.8 -1.1 -1.5
N 0.597367 0.761543 -1.156044 0.5 0.1 -1.3
O -0.081281 -0.327815 -0.457088 -0.5 -1.4 -0.4
O 0.078811 0.638683 1.562077 0.9 1.7 1.3
O 0.726039 0.433172 -2.273496 -0.4 0.4 2.1
O -0.981914 -1.224949 1.329477 0.4 0.3 -0.2


8
Properties=species:S:1:pos:R:3:forces:R:3 method="wB97M-V/def2-TZVPD" e_lumo_ev="-0.105 / -0.105" orbital_gap_ha="0.35749 / 0.35753"
N -1.716268 0.295757 0.130922 3.9 1.2 -1.3
N 1.669146 -0.313844 0.163403 -1.8 -0.6 -0.7
O -0.529918 -0.128612 -0.952939 -13.7 -6.0 -2.3
O -2.730038 0.454631 -0.361438 -2.8 -0.1 -1.2
O 0.587436 0.092062 -0.938244 12.0 5.6 -0.1
O 2.646340 0.062050 -0.346662 1.6 -0.1 0.9
O -1.188258 0.317552 1.144080 0.0 0.4 4.1
O 1.261560 -0.779595 1.160875 0.9 -0.4 0.6


Number 1: electronic energy -8702.4405 eV. Number 2: electronic energy -11635.2271 eV. Number 3: electronic energy -127191.2303 eV. Number 4: electronic energy -100872.0211 eV. Number 5: electronic energy -38345.9765 eV. Number 6: electronic energy -38251.0410 eV. Number 7: electronic energy -51218.2463 eV. Number 8: electronic energy -2980.9485 eV. Number 9: electronic energy -11163.0708 eV. Number 10: electronic energy -15251.9737 eV.